Entry 1
DFT (the ωB97M-V functional and the def2-TZVPD basis) results for C6H8OS in the gas phase.

```
! RIJCOSX wB97M-V def2-TZVPD def2/J DEFGRID3
* xyz 0 1
C 0.86266 -1.16312 1.96298
C 0.36543 -0.61956 0.84731
C -1.00136 -0.97123 0.40354
C -1.61153 -0.69369 -0.75413
S -0.93634 0.14443 -2.16941
C -0.21742 1.67668 -1.43620
O 0.33380 1.55016 -0.17035
C 1.14571 0.39817 0.06465
H 0.29397 -1.89463 2.52147
H 1.87374 -0.88095 2.33328
H -1.55372 -1.56101 1.09883
H -2.60433 -1.08654 -0.91308
H 0.51035 1.97169 -2.19826
H -1.00731 2.42292 -1.30104
H 2.02310 0.73186 0.62016
H 1.52326 -0.02516 -0.90974
*
```

## Properties
- M (Da) = 128.20
- lowest unoccupied orbital energy (eV) = 0.693
- HOMO level (eV) = -8.25
- SMILES string = C=C1C=CSCOC1
- frontier orbital gap (eV) = 8.945

---

Entry 2
DFT (the ωB97M-V functional and the def2-TZVPD basis) results for C6H8OS in the gas phase.

```
! RIJCOSX wB97M-V def2-TZVPD def2/J DEFGRID3
* xyz 0 1
O -2.45648 -1.30465 0.97256
C -1.11668 -0.97628 1.17491
C -0.23640 -0.70984 -0.01178
C 1.20576 -0.69973 -0.44321
C 1.37196 0.70649 -1.04357
C 0.53826 1.74113 -0.92055
S -0.91611 1.89128 0.09789
C -0.53177 0.39683 0.97994
H -2.81108 -0.73667 0.29589
H -0.73318 -1.50001 2.05371
H -0.89763 -0.61927 -0.88133
H 1.89413 -0.83763 0.38844
H 1.42350 -1.45273 -1.20394
H 2.24258 0.85232 -1.67489
H 0.74165 2.67733 -1.46623
H 0.28149 0.57141 1.68215
*
```

## Properties
- M (Da) = 128.20
- lowest unoccupied orbital energy (eV) = 0.850
- HOMO level (eV) = -8.40
- SMILES string = O[C@H]1[C@@H]2CC=CS[C@@H]12
- frontier orbital gap (eV) = 9.248

---

The data favor entry 1; the next most stable structure lies 64.1 kJ/mol above it.

---

Entry 1
DFT (the ωB97M-V functional and the def2-TZVPD basis) results for C5H12O as an isolated structure.

```
! RIJCOSX wB97M-V def2-TZVPD def2/J DEFGRID3
* xyz 0 1
C 1.94809 -0.32287 -0.90004
C 0.84512 -0.77050 0.02640
C -0.50494 -0.38592 -0.28132
C -1.65304 -0.99166 0.45430
C -0.45283 1.58287 0.96633
O -0.85025 0.17253 -1.42970
H 1.90427 -0.75305 -1.91402
H 2.92199 -0.60081 -0.48849
H 1.96008 0.77503 -0.99813
H 0.43422 0.29015 0.73482
H 0.93942 -1.72422 0.54115
H -1.41382 -1.09850 1.51255
H -1.82254 -1.98694 0.02309
H -2.55407 -0.38944 0.33384
H -0.41574 1.56821 2.06603
H -1.46807 1.87465 0.67157
H 0.23093 2.36911 0.61272
H -0.04883 0.39137 -1.93110
*
```

## Properties
- M (Da) = 88.15
- lowest unoccupied orbital energy (eV) = 0.777
- HOMO level (eV) = -6.72
- frontier orbital gap (eV) = 7.496

---

Entry 2
DFT (the ωB97M-V functional and the def2-TZVPD basis) results for a 2-piece molecular cluster, C5H12O overall.

```
! RIJCOSX wB97M-V def2-TZVPD def2/J DEFGRID3
* xyz 0 1
C 1.61190 1.77962 0.16078
C 1.06234 0.35850 -0.08945
C -0.42819 0.47832 0.14134
C -0.89431 0.27039 1.57110
O -1.18992 0.82205 -0.73674
H 1.76503 2.29160 -0.79197
H 0.88121 2.37631 0.71997
H 2.54445 1.77281 0.73058
H 1.25966 0.02407 -1.11019
H 1.50515 -0.37534 0.59228
H -1.64550 1.02158 1.82744
H -1.35962 -0.71964 1.64393
H -0.06444 0.31054 2.28457
C -1.01237 -2.08935 -1.39328
H -1.92430 -1.80929 -0.86307
H -1.03641 -3.14580 -1.66509
H -0.92194 -1.45768 -2.27960
H -0.15274 -1.90868 -0.74262
*
```

## Properties
- M (Da) = 88.15
- lowest unoccupied orbital energy (eV) = 0.900
- HOMO level (eV) = -9.52
- SMILES string = CCC(C)=O.C
- frontier orbital gap (eV) = 10.424

---

The data favor entry 2; the next most stable structure lies 410.8 kJ/mol above it.

---

Entry 1
DFT (the ωB97M-V functional and the def2-TZVPD basis) results for a 2-piece molecular cluster, C5H12O overall.

```
! RIJCOSX wB97M-V def2-TZVPD def2/J DEFGRID3
* xyz 0 1
C -2.28422 0.73965 1.35670
O -1.61398 0.19719 0.24952
C -0.32091 0.72174 0.10413
C 0.30909 0.33228 -1.17326
C 0.66093 -2.00626 -0.26826
C 1.76586 0.65628 -1.21506
H -1.74396 0.55223 2.29923
H -3.26591 0.26306 1.41084
H -2.42154 1.82770 1.24949
H -0.35313 1.82777 -0.02214
H 0.27014 0.53799 1.02618
H 0.27365 -1.33824 -1.07669
H -0.18982 -2.22756 0.37724
H 1.03901 -2.89739 -0.77013
H 1.46032 -1.53181 0.30664
H 1.79827 1.63848 -1.70848
H 2.31200 0.72827 -0.25937
H 2.30419 -0.02139 -1.88656
*
```

## Properties
- M (Da) = 88.15
- lowest unoccupied orbital energy (eV) = 0.578
- HOMO level (eV) = -8.23
- frontier orbital gap (eV) = 8.813

---

Entry 2
DFT (the ωB97M-V functional and the def2-TZVPD basis) results for a 2-piece molecular cluster, C5H12O overall.

```
! RIJCOSX wB97M-V def2-TZVPD def2/J DEFGRID3
* xyz 0 1
C 0.96613 1.42259 -0.56487
C 1.88704 0.73601 0.10659
C 2.44278 -0.57786 -0.44998
H 0.42492 2.20095 -0.04544
H 0.76945 1.19018 -1.60380
H 2.36321 1.12681 0.99487
H 2.03565 -0.63385 -1.45760
H 3.53721 -0.53837 -0.41333
H 2.19305 -1.45352 0.13499
C -1.70816 0.17891 1.01740
C -1.56032 -0.89741 -0.03219
O -2.81324 -1.49442 -0.44596
H -2.65148 0.36128 1.53010
H -0.90903 0.21007 1.76119
H -1.50270 1.11668 0.49241
H -0.88018 -1.69261 0.25697
H -1.15821 -0.46480 -0.95137
H -3.43611 -0.79064 -0.32999
*
```

## Properties
- M (Da) = 88.15
- lowest unoccupied orbital energy (eV) = 1.021
- HOMO level (eV) = -9.55
- SMILES string = C=CC.CCO
- frontier orbital gap (eV) = 10.571

---

The data favor entry 2; the next most stable structure lies 259.3 kJ/mol above it.

---

Entry 1
DFT (the ωB97M-V functional and the def2-TZVPD basis) results for C5H12O in the gas phase.

```
! RIJCOSX wB97M-V def2-TZVPD def2/J DEFGRID3
* xyz 0 1
C -2.72401 -0.44134 0.04881
C -1.31364 -0.29824 -0.51822
C -0.47898 0.77067 0.19297
C 0.98256 0.79636 -0.28042
O 1.85768 0.47079 0.78721
C 2.82951 -0.48799 0.46505
H -2.69029 -0.72028 1.10893
H -3.29853 -1.20974 -0.48016
H -3.27940 0.50035 -0.02628
H -1.36556 -0.06178 -1.59180
H -0.78811 -1.25827 -0.44316
H -0.95530 1.74977 0.05660
H -0.45832 0.57807 1.27284
H 1.11389 0.07727 -1.10218
H 1.26240 1.78102 -0.67711
H 3.50358 -0.56004 1.32170
H 3.41370 -0.20323 -0.42252
H 2.38882 -1.48340 0.28774
*
```

## Properties
- M (Da) = 88.15
- lowest unoccupied orbital energy (eV) = 1.152
- HOMO level (eV) = -9.61
- SMILES string = CCCCOC
- frontier orbital gap (eV) = 10.758

---

Entry 2
DFT (the ωB97M-V functional and the def2-TZVPD basis) results for a 2-piece molecular cluster, C5H12O overall.

```
! RIJCOSX wB97M-V def2-TZVPD def2/J DEFGRID3
* xyz 0 1
C 0.95357 -0.50328 -2.41297
C 0.57097 -0.65224 -0.94769
C 0.51035 0.69212 -0.23999
C -1.93162 0.55578 1.21249
O -1.17758 0.69046 2.24995
C -0.23184 -0.12865 2.63068
H 0.20268 0.08737 -2.95130
H 1.04835 -1.47232 -2.91162
H 1.91016 0.02433 -2.49907
H 1.29355 -1.29471 -0.42830
H -0.39652 -1.17137 -0.87246
H 1.45290 1.23650 -0.33174
H -0.27852 1.32688 -0.65532
H -2.54629 1.40162 0.95492
H -1.87390 -0.35401 0.62469
H 0.30056 0.15887 3.52055
H 0.41160 0.53372 0.84260
H -0.21842 -1.13107 2.21459
*
```

## Properties
- M (Da) = 88.15
- lowest unoccupied orbital energy (spin up / spin down) (eV) = 0.845 / 0.757
- HOMO level (spin up / spin down) (eV) = -7.52 / -7.44
- frontier orbital gap (spin up / spin down) (eV) = 8.368 / 8.198

---

Entry 3
DFT (the ωB97M-V functional and the def2-TZVPD basis) results for a 2-piece molecular cluster, C5H12O overall.

```
! RIJCOSX wB97M-V def2-TZVPD def2/J DEFGRID3
* xyz 0 1
C -1.24635 1.08509 -1.80647
C -0.33740 -1.19017 0.27894
C -1.59007 -1.23210 1.07425
C 0.70190 -0.37165 0.91959
C 1.82518 0.11642 0.02358
O 2.87883 0.55388 0.86160
H -0.59891 1.53104 -2.56536
H -1.23244 1.70847 -0.90671
H -2.26813 1.02426 -2.18974
H -0.88673 0.07702 -1.57354
H -1.58983 -0.76712 2.07483
H -2.00118 -2.24729 1.12396
H -2.30764 -0.67856 0.44453
H 0.36317 0.41898 1.61177
H 1.12269 -1.16558 1.57695
H 1.45546 0.93664 -0.61190
H 2.13253 -0.70645 -0.63733
H 3.57892 0.90711 0.30104
*
```

## Properties
- M (Da) = 88.15
- lowest unoccupied orbital energy (eV) = 0.402
- HOMO level (eV) = -8.30
- frontier orbital gap (eV) = 8.700

---

Entry 4
DFT (the ωB97M-V functional and the def2-TZVPD basis) results for a 2-piece molecular cluster, C5H12O overall.

```
! RIJCOSX wB97M-V def2-TZVPD def2/J DEFGRID3
* xyz 0 1
C -0.85223 0.77728 -0.91351
C -0.60174 -0.54013 -0.17572
C -1.83126 -0.93369 0.64249
C 0.62578 -0.47243 0.73722
C 1.96494 -0.43125 0.03674
O 3.00986 -0.23474 0.61127
H -0.01011 1.06410 -1.55377
H -1.02430 1.59326 -0.19948
H -1.74117 0.70048 -1.54995
H -0.42162 -1.32428 -0.92703
H -2.03553 -0.17892 1.41217
H -1.68296 -1.89388 1.14866
H -2.72100 -1.01587 0.00951
H 0.57221 0.39215 1.41248
H 0.66057 -1.35894 1.38623
H 1.95108 -0.61870 -1.06216
H 1.76447 2.37706 -0.66934
H 2.37299 2.09849 -0.34580
*
```

## Properties
- M (Da) = 88.15
- lowest unoccupied orbital energy (eV) = 1.074
- HOMO level (eV) = -9.79
- SMILES string = CC(C)CC=O.[H][H]
- frontier orbital gap (eV) = 10.868

---

The data favor entry 1; the next most stable structure lies 41.5 kJ/mol above it.

---

Entry 1
DFT (the ωB97M-V functional and the def2-TZVPD basis) results for C5H12O as an isolated structure.

```
! RIJCOSX wB97M-V def2-TZVPD def2/J DEFGRID3
* xyz 0 1
C 1.85287 -0.20990 -0.20647
O 0.70857 0.64504 -0.08165
C -0.72253 0.13073 0.23950
C -0.17524 1.24561 -1.38460
C -0.84005 -1.32007 -0.13638
C -0.90503 0.36443 1.71366
H 2.65713 0.38242 -0.65192
H 1.64129 -1.07805 -0.83722
H 2.16608 -0.55079 0.78579
H 0.74361 1.47579 -1.95692
H -0.82507 0.63257 -2.01105
H -0.67122 2.16542 -1.09403
H -0.67472 -1.51465 -1.20668
H -0.18418 -2.00433 0.43595
H -1.87024 -1.62267 0.07794
H -0.20423 -0.23086 2.33098
H -0.77553 1.41897 1.98418
H -1.92150 0.07035 1.99893
*
```

## Properties
- M (Da) = 88.15
- lowest unoccupied orbital energy (eV) = 0.899
- HOMO level (eV) = -6.41
- frontier orbital gap (eV) = 7.314

---

Entry 2
DFT (the ωB97M-V functional and the def2-TZVPD basis) results for a 2-piece molecular cluster, C5H12O overall.

```
! RIJCOSX wB97M-V def2-TZVPD def2/J DEFGRID3
* xyz 0 1
C 1.15718 0.73310 0.59623
C 0.95608 1.87026 -0.43795
C -0.54162 1.66931 -0.85516
C -1.10024 0.47106 -0.02079
C 0.11394 -0.33287 0.22678
H 0.71426 1.06835 1.55376
H 2.17827 0.36235 0.80925
H 1.70675 1.85240 -1.25134
H 1.01021 2.86331 0.04825
H -0.68113 1.40192 -1.92028
H -1.15768 2.56581 -0.64973
H -1.90725 -0.10040 -0.51839
H -1.51677 0.90005 0.91083
H -0.06421 -1.04130 1.05854
H 0.49737 -0.91392 -0.63392
O -0.22846 -4.78369 0.31112
H -1.05532 -4.69934 0.83784
H -0.08138 -3.88641 -0.06507
*
```

## Properties
- M (Da) = 88.15
- lowest unoccupied orbital energy (eV) = 0.791
- HOMO level (eV) = -11.01
- SMILES string = C1CCCC1.O
- frontier orbital gap (eV) = 11.797

---

Entry 3
DFT (the ωB97M-V functional and the def2-TZVPD basis) results for C5H12O in the gas phase.

```
! RIJCOSX wB97M-V def2-TZVPD def2/J DEFGRID3
* xyz 0 1
C 1.44557 -0.83142 -1.94835
C 0.05378 -0.79700 -1.33670
C 0.15085 -0.36410 0.30647
O 1.40995 0.07934 0.75720
C -0.93565 0.64481 0.69649
C -1.30163 0.95965 2.16199
H 1.43941 -0.91661 -3.04112
H 1.95777 0.09130 -1.67602
H 2.04430 -1.66324 -1.55432
H -0.61467 -0.08760 -1.82059
H -0.42303 -1.80040 -1.51530
H 0.02960 -1.41197 0.39576
H 1.46124 1.02853 0.55723
H -0.62577 1.59600 0.22203
H -1.83872 0.32200 0.17933
H -2.13334 1.68189 2.18517
H -1.63820 0.06483 2.69316
H -0.48146 1.40400 2.73757
*
```

## Properties
- M (Da) = 88.15
- lowest unoccupied orbital energy (eV) = 1.016
- HOMO level (eV) = -9.39
- SMILES string = CCC(O)CC
- frontier orbital gap (eV) = 10.401

---

The data favor entry 2; the next most stable structure lies 86.9 kJ/mol above it.